C26H46BBr2N3O12S | ωB97M-V/def2-TZVPD

XYZ file:
```
91
Properties=species:S:1:pos:R:3:mulliken_charge:R:1
Br -4.668 4.073 1.413 -0.12
Br -1.055 4.567 0.958 -0.07
S -3.036 0.385 2.850 1.55
O 3.635 3.026 2.325 -0.60
O 1.708 -4.472 1.700 -0.81
O 2.977 -3.077 2.876 -0.79
O 0.181 0.850 -0.924 -0.54
O 2.017 -0.289 -1.330 -0.44
O 1.042 -2.604 -0.065 -0.83
O -4.420 0.787 3.076 -0.80
O -0.555 -3.050 2.874 -0.78
O -1.839 -0.440 0.486 1.25
O 4.230 0.872 2.079 -0.31
O -2.209 1.563 2.943 -0.67
O -3.841 2.261 -2.066 -0.47
N 3.676 1.303 -3.931 -0.65
N 1.352 1.037 -4.507 -0.37
N 2.079 2.582 -2.843 -0.75
C -3.929 0.527 0.340 -0.42
C 0.189 -1.504 -0.275 1.03
C -2.828 3.269 -2.091 -0.35
C -3.901 0.029 -1.132 -1.05
C -2.107 -3.615 0.979 -1.36
C 2.308 1.693 -3.725 0.44
C 0.084 -0.221 1.866 -0.56
C 5.185 0.276 1.171 -0.46
C -3.206 0.985 -2.082 0.07
C -3.342 4.771 2.655 -0.36
C 0.027 -0.978 -3.762 0.76
C 0.247 -2.103 -2.727 -0.69
C 0.862 -0.211 -0.857 -0.48
C -3.020 -0.400 1.174 -0.38
C 2.243 -2.375 0.669 1.87
C -0.680 -1.953 -1.483 -0.57
C 2.322 -3.389 1.851 0.02
C 1.342 -0.441 -4.355 -0.94
C 4.581 -1.774 -0.232 -0.36
C 3.433 -2.773 -0.261 -1.17
C -0.720 -1.189 1.004 1.30
C -2.656 -0.773 4.168 -1.06
C 0.818 -0.470 2.942 -1.54
C 3.775 2.051 1.613 0.29
C -2.339 5.639 1.944 -0.64
C 4.993 -1.259 1.173 -0.54
B -1.061 -2.608 1.669 0.89
H -1.590 -0.688 4.381 0.36
H 2.217 -0.756 -3.796 0.24
H -3.598 -1.335 1.258 0.20
H -1.399 -1.187 -1.758 -1.03
H 1.069 2.715 -2.780 0.23
H -0.433 -0.126 -3.244 -0.82
H -2.868 -3.969 1.683 0.36
H 1.291 -2.213 -2.456 -0.25
H 4.011 1.005 -3.021 0.23
H -3.285 -0.503 5.010 0.48
H 4.417 -0.912 -0.880 -0.22
H -4.942 -0.040 -1.472 0.63
H 3.466 2.126 0.555 0.28
H -2.182 3.088 -1.232 -0.01
H -2.891 3.915 3.152 0.16
H -1.542 -4.427 0.518 0.22
H -2.804 6.318 1.235 0.35
H -2.613 -3.069 0.175 0.39
H 0.016 0.812 1.542 0.34
H -1.301 -3.344 3.401 0.23
H -3.909 5.353 3.380 0.37
H 6.204 0.537 1.477 0.33
H -0.035 -3.039 -3.231 0.29
H -2.125 1.041 -1.907 -0.15
H 1.141 -1.446 3.287 0.17
H -0.684 -1.274 -4.538 0.58
H -1.746 6.210 2.656 0.35
H 5.465 -2.282 -0.646 0.51
H 5.041 0.702 0.172 0.28
H -3.611 1.561 0.442 -0.10
H -2.856 -1.781 3.804 0.15
H 1.431 -0.849 -5.373 0.38
H 4.211 2.111 -4.213 0.32
H -3.342 0.592 -3.105 0.42
H -1.120 -2.937 -1.332 0.77
H -3.317 4.240 -2.028 0.28
H 4.279 -1.474 1.971 0.24
H -4.963 0.416 0.654 0.46
H 1.107 0.369 3.570 0.30
H -3.502 -0.982 -1.215 0.25
H 3.752 -3.789 -0.009 0.51
H 5.974 -1.674 1.416 0.53
H 2.417 -1.352 0.982 0.08
H 3.045 -2.847 -1.280 0.13
H 0.435 1.429 -4.348 0.35
H -2.224 3.181 -3.003 0.28
```

## Properties
Max |F| (eV/A): 2.67
HOMO-LUMO gap (eV): 6.0
Charge: -2
HOMO energy (eV): -2.2
Energy (a.u.): -7656.5182

C26H46BBrNaO3P | ωB97M-V/def2-TZVPD

XYZ file:
```
79
Properties=species:S:1:pos:R:3:mulliken_charge:R:1
Br 1.077 4.731 -2.500 -0.52
P 3.962 -0.550 1.656 -0.49
Na -0.973 5.606 -2.865 0.93
O 2.490 1.039 0.159 -0.43
O 0.690 -0.355 -0.259 -0.34
O -5.230 2.025 1.077 -0.35
C -1.961 -1.320 -2.768 -1.19
C -0.354 -4.229 3.170 -0.87
C 4.302 1.199 2.297 -0.46
C -4.107 2.309 0.237 -0.18
C 0.472 -3.042 1.031 0.28
C 0.577 -2.019 -2.607 -1.01
C -2.507 -0.180 -1.819 0.73
C 0.696 -3.844 2.249 -0.16
C 1.887 -1.414 -1.985 -1.28
C -1.984 -3.040 1.671 -0.75
C 3.022 -0.287 0.034 -0.21
C -4.527 2.074 -1.260 -0.62
C 1.481 -0.658 3.202 -0.64
C 2.902 -1.312 3.000 -0.40
C -0.449 -0.950 -3.152 0.15
C 1.803 -1.236 -0.385 1.39
C -1.711 -3.797 2.878 -0.41
C 1.710 -2.714 0.151 -1.89
C 5.337 1.993 1.410 -0.80
C 0.943 2.021 -1.484 -0.44
C 3.288 2.884 -2.242 -0.82
C -4.999 0.606 -1.570 -0.88
C -4.844 2.031 2.461 -0.66
C -3.913 -0.489 -1.175 -0.85
C 1.965 3.227 -1.449 0.22
C -0.905 -2.673 0.759 0.74
B 1.037 1.076 -0.130 0.49
H 1.163 1.477 -2.447 0.16
H 0.404 1.640 0.731 -0.45
H -2.615 -1.363 -3.686 0.35
H -5.387 2.766 -1.462 0.45
H -3.749 1.867 2.618 0.29
H -2.498 0.764 -2.430 0.40
H 3.800 3.799 -2.634 0.44
H 2.203 -0.455 -2.486 0.24
H 0.017 -2.710 -1.928 0.60
H -5.982 0.426 -1.062 0.38
H -0.432 -0.955 -4.278 0.51
H -3.166 1.777 0.534 0.13
H 3.353 1.766 2.502 0.24
H -1.786 -0.035 -0.965 -0.56
H 3.464 -1.151 3.967 0.52
H 3.998 2.302 -1.594 0.05
H -3.006 -2.680 1.393 0.33
H -3.806 -0.383 -0.055 0.17
H 5.991 2.579 2.119 0.33
H -0.054 -4.815 4.070 0.33
H 3.035 2.197 -3.096 0.31
H 2.652 -2.910 0.739 0.66
H -0.292 0.084 -2.770 -0.43
H -2.039 -2.337 -2.298 0.44
H -2.521 -4.060 3.590 0.35
H 1.646 0.416 3.488 0.38
H 2.893 -2.415 2.837 0.21
H -5.172 0.543 -2.680 0.30
H 2.721 -2.145 -2.215 0.48
H 4.769 1.038 3.313 0.48
H 0.829 -0.662 2.297 -0.22
H -3.897 3.418 0.337 0.32
H -5.405 1.187 2.952 0.23
H -1.097 -2.080 -0.165 -0.11
H 1.745 -4.172 2.462 0.34
H 0.893 -2.640 -3.495 0.36
H 1.732 -3.483 -0.672 0.52
H -4.287 -1.528 -1.348 0.50
H 2.164 3.558 -0.403 0.38
H -5.215 2.975 2.944 0.25
H 4.756 2.777 0.849 0.05
H 0.977 -1.134 4.091 0.35
H -0.103 2.438 -1.565 -0.13
H 3.834 -0.172 -0.747 0.26
H -3.669 2.425 -1.891 0.25
H 5.964 1.355 0.745 0.28
```

## Properties
Max |F| (eV/A): 3.77
HOMO-LUMO gap (eV): 4.5
HOMO energy (eV): -6.6
Energy (a.u.): -4346.3988

C26H46BFN6NbOS3 | ωB97M-V/def2-TZVPD

XYZ file:
```
85
Properties=species:S:1:pos:R:3:mulliken_charge:R:1
Nb -1.342 -0.440 1.729 -0.20
S 3.442 -2.730 -1.788 -0.16
S 0.004 -0.350 3.885 -0.43
S 2.591 -4.790 0.325 -0.15
F 0.488 -0.107 0.665 -0.47
O -1.901 2.596 2.995 -0.61
N -1.566 2.725 0.459 0.06
N -1.710 -4.264 5.378 0.07
N 0.183 5.575 -3.308 0.04
N 3.759 -2.227 1.025 0.29
N -5.724 2.358 -2.296 0.03
N 0.735 -0.075 -4.170 0.09
C 0.382 -2.989 0.923 0.17
C 0.777 -4.602 0.769 -0.32
C 3.319 -3.093 -0.133 -0.30
C -1.079 -2.744 1.630 -0.42
C -2.971 -5.939 6.115 -0.45
C 5.916 -3.776 0.847 -0.74
C 2.414 -0.758 -5.456 -0.36
C 1.473 -0.079 -6.266 -0.56
C 0.722 6.807 -3.044 -0.55
C -2.175 -5.517 5.074 -0.39
C -2.192 -3.886 6.604 -0.42
C 2.091 6.670 -2.985 -0.36
C -5.842 3.060 -3.467 -0.55
C -6.334 4.310 -3.166 -0.39
C 3.984 -0.783 0.637 -0.45
C 1.193 4.655 -3.427 -0.60
C -0.140 2.961 0.011 -0.37
C 3.703 0.105 2.027 -0.69
C 4.931 -2.824 1.779 -0.52
C -6.524 4.362 -1.764 -0.38
C -2.982 -4.907 7.084 -0.44
C 1.935 -0.738 -4.165 0.12
C -2.309 2.069 -0.698 -0.47
C 0.448 0.335 -5.446 -0.45
C 2.389 5.308 -3.228 -0.48
C -6.143 3.142 -1.253 -0.48
B -1.641 1.864 1.709 0.66
H -3.396 1.755 -0.388 0.07
H 3.306 1.190 1.730 0.24
H -1.027 2.982 3.346 0.28
H -5.565 2.612 -4.412 0.38
H 5.477 -4.840 0.627 0.20
H 1.537 0.091 -7.333 0.39
H 6.108 -3.144 -0.148 0.21
H 0.153 0.086 -3.358 0.19
H -0.460 0.883 -5.660 0.39
H -6.535 5.100 -3.879 0.39
H 5.604 -1.933 2.177 0.33
H -2.848 -0.664 2.760 0.03
H -0.804 5.376 -3.402 0.22
H -1.934 -2.925 7.028 0.37
H -6.900 5.199 -1.190 0.40
H -1.902 -5.999 4.145 0.33
H 2.343 -1.138 -3.247 -0.23
H 3.238 -0.355 -0.156 0.27
H 0.086 7.674 -2.919 0.38
H 5.118 -0.621 0.389 0.31
H -1.994 -3.173 0.997 0.32
H 4.669 0.274 2.665 0.34
H 3.370 4.852 -3.255 0.40
H 0.058 2.318 -0.957 -0.02
H -3.487 -6.889 6.172 0.37
H 0.567 2.535 0.852 0.12
H 0.166 -5.049 -0.154 0.28
H 0.786 0.843 3.788 0.03
H 0.046 4.110 -0.206 0.19
H -1.099 -3.118 2.752 -0.32
H -2.312 -0.603 0.169 -0.01
H 6.948 -3.962 1.417 0.32
H 0.461 -2.547 -0.181 0.16
H 0.437 -5.231 1.706 0.24
H -2.426 2.812 -1.622 0.17
H -1.764 1.117 -1.125 0.01
H 3.342 -1.212 -5.779 0.39
H -3.508 -4.909 8.029 0.38
H 2.798 7.465 -2.789 0.39
H 0.974 3.618 -3.642 0.57
H 4.573 -3.426 2.744 0.24
H 1.209 -2.520 1.640 0.10
H -6.132 2.766 -0.239 0.39
H -1.104 -3.706 4.790 0.17
H 2.901 -0.390 2.723 0.04
H -5.382 1.409 -2.215 0.23
```

## Properties
Max |F| (eV/A): 4.39
HOMO-LUMO gap (eV): 6.2
Charge: -1
HOMO energy (eV): -4.7
Energy (a.u.): -2798.0574

C26H46Br18O10S5 | ωB97M-V/def2-TZVPD

XYZ file:
```
105
Properties=species:S:1:pos:R:3:mulliken_charge:R:1
Br 4.827 2.173 1.202 -0.03
Br -2.024 -0.213 -4.514 0.09
Br 3.722 1.984 -5.473 -0.01
Br -0.535 -3.914 -2.206 0.12
Br -0.113 1.511 -6.526 -0.03
Br -3.083 2.509 -5.790 -0.08
Br 1.895 3.406 -3.441 0.00
Br 0.263 -2.148 -7.357 -0.02
Br 1.854 -2.894 -4.703 -0.06
Br -1.204 2.191 3.626 0.03
Br 3.347 -1.438 -7.052 -0.05
Br 0.353 3.714 5.950 -0.01
Br 2.228 3.840 1.441 0.04
Br 5.025 5.308 1.382 -0.08
Br -1.605 -6.437 -3.978 0.00
Br 4.830 2.537 -2.550 -0.01
Br -2.570 -3.562 -4.479 -0.07
Br 1.776 1.196 4.526 -0.03
S -0.478 -1.911 5.181 1.22
S -1.046 3.984 -1.498 0.99
S -0.056 -0.615 0.087 0.81
S 3.182 -4.202 1.461 1.07
S -4.879 0.537 -0.522 0.93
O -4.400 1.676 -1.256 -0.65
O -0.819 3.317 -2.778 -0.81
O 0.402 -1.983 0.403 -0.61
O -0.478 3.385 -0.319 -0.60
O 0.583 -2.871 5.359 -0.69
O -1.360 -0.255 0.625 -0.32
O 2.654 -5.403 2.066 -0.66
O 2.923 -3.775 0.117 -0.54
O -6.327 0.337 -0.419 -0.72
O -0.420 -0.697 5.962 -0.74
C 4.400 -2.258 2.934 -0.63
C -2.108 -2.676 5.328 -0.76
C -4.130 0.470 1.066 -0.45
C 3.738 3.157 -3.971 -0.41
C -2.286 -3.527 4.016 -0.92
C -1.789 6.211 -2.565 -0.54
C -1.306 -2.956 2.903 0.12
C -3.978 -1.845 0.215 -0.93
C 0.064 2.100 5.042 -0.26
C 1.610 -0.108 -1.958 -0.21
C 2.260 0.577 -0.711 0.16
C -2.734 4.317 -1.217 -0.42
C -3.945 -1.015 1.441 0.92
C -3.066 5.499 -2.199 -0.81
C 3.026 -2.790 2.548 0.62
C -1.090 -4.648 -3.893 -0.14
C 5.185 -3.573 3.062 -0.72
C 5.028 -4.182 1.681 -0.87
C 1.228 0.572 0.442 -0.10
C -1.498 1.587 -5.185 1.18
C -0.696 -1.647 3.418 0.45
C 1.677 -1.554 -6.144 0.41
C 4.043 3.736 2.024 -0.45
C 0.023 -0.327 -1.691 -0.15
C -4.102 -1.007 -1.069 0.17
C -0.659 5.700 -1.701 -0.69
H 1.469 -0.592 -5.683 -0.35
H 2.373 -2.028 2.066 -0.64
H 2.147 -1.081 -2.147 0.12
H 6.195 -3.393 3.286 0.45
H 4.723 -4.193 3.846 0.28
H -2.832 -1.903 5.214 0.28
H -3.275 -3.421 3.620 0.38
H 1.639 0.417 1.430 0.43
H -1.795 -2.969 1.925 -0.08
H -2.745 4.399 -0.170 0.61
H 4.781 -1.595 2.161 0.27
H -3.087 -0.683 -1.368 -0.58
H 5.403 -3.555 0.959 0.39
H -1.165 2.173 -4.321 -0.89
H -1.577 5.953 -3.602 0.25
H -0.231 -4.439 -4.534 0.03
H -3.015 -2.367 0.207 0.07
H -3.559 5.160 -3.081 0.32
H -1.365 -0.800 3.351 -0.06
H -0.366 -1.133 -2.325 0.13
H -2.016 7.249 -2.411 0.34
H -0.484 -3.659 2.730 0.46
H 4.058 4.180 -4.209 0.47
H -0.450 0.662 -1.839 0.04
H -4.737 1.081 1.731 0.65
H 4.136 3.758 3.058 0.49
H -3.851 6.097 -1.778 0.48
H 5.406 -5.192 1.598 0.44
H -3.342 3.396 -1.395 0.06
H 1.841 0.532 -2.841 -0.08
H 2.481 1.576 -1.046 -0.16
H 2.552 -3.171 3.473 0.14
H -4.744 -1.353 2.094 0.64
H 0.270 -1.444 3.053 -0.37
H -0.387 1.424 5.789 0.29
H -2.954 -1.140 1.932 -1.31
H -0.522 6.241 -0.738 0.37
H -3.166 1.004 0.970 -0.11
H 0.686 1.474 0.339 -0.16
H 0.322 5.761 -2.207 0.29
H 3.080 -0.012 -0.308 0.10
H 4.398 -1.692 3.863 0.32
H -4.739 -1.516 -1.845 0.52
H -4.686 -2.624 0.288 0.69
H -2.124 -3.100 6.328 0.55
H -2.112 -4.579 4.191 0.34
```

## Properties
Max |F| (eV/A): 3.43
HOMO-LUMO gap (eV): 9.8
HOMO energy (eV): -9.9
Energy (a.u.): -50093.7278
ΔE to the lowest compared entry with this formula, charge and spin (kJ/mol): 0.0

C26H46Br30FNP3S | ωB97M-V/def2-TZVPD

XYZ file:
```
108
Properties=species:S:1:pos:R:3:mulliken_charge:R:1
Br 2.556 -0.635 6.172 -0.08
Br -7.487 4.474 2.273 -0.02
Br -2.591 2.275 7.156 0.12
Br 3.323 1.486 -7.838 0.04
Br -0.501 6.381 1.909 0.01
Br -2.841 3.665 -2.610 0.01
Br 6.208 -0.485 -10.186 0.01
Br 1.240 4.348 9.257 -0.03
Br 0.665 1.879 6.736 -0.03
Br -3.154 0.547 -3.306 0.09
Br 0.703 8.497 -0.856 -0.07
Br -4.857 3.821 8.801 -0.05
Br -0.039 5.600 -1.994 0.18
Br 0.685 -8.721 -2.368 -0.05
Br -0.017 3.219 1.992 0.15
Br 5.159 1.309 -5.232 0.00
Br -4.737 2.745 -5.007 -0.08
Br -1.278 8.218 -3.351 -0.04
Br -1.836 -7.392 -3.816 -0.02
Br -7.155 7.484 1.247 -0.06
Br 3.150 -1.057 -10.907 -0.01
Br 3.266 3.843 -5.682 -0.01
Br -1.216 4.721 4.554 0.01
Br 5.129 0.087 -13.139 -0.04
Br 3.788 2.750 10.335 -0.02
Br -1.595 -7.307 -0.636 0.03
Br -5.096 3.536 5.627 0.03
Br 0.126 -0.005 4.188 0.13
Br -4.609 5.852 2.274 0.14
Br 0.907 1.372 10.410 0.00
S -2.670 -4.024 -1.711 -0.39
P -1.116 -2.912 -2.164 0.37
P 1.733 -2.358 -0.828 1.36
P -0.333 -1.524 -0.503 0.24
F -2.016 0.699 -0.423 -0.25
N -0.732 -2.752 0.734 0.00
C -6.508 6.126 2.458 -0.33
C -2.085 -0.733 -0.298 -0.13
C 1.001 -5.108 2.621 -1.00
C 4.336 2.477 -6.526 -0.36
C 0.614 0.591 1.651 -1.58
C -0.259 -4.195 2.649 -0.94
C 1.102 0.793 -1.789 1.97
C 0.773 0.090 6.011 -0.38
C 1.763 1.018 -3.212 -1.76
C -0.036 -2.762 1.994 0.71
C 4.300 -1.199 -0.825 -1.16
C 1.853 -4.217 -0.736 0.09
C 2.765 -4.784 -1.891 -1.41
C -1.097 4.688 2.629 -0.31
C 1.888 3.030 10.515 -0.32
C 0.236 7.461 -2.420 -0.39
C -3.814 -2.153 1.076 -1.17
C -2.809 -0.950 1.047 -0.47
C 4.694 0.044 -11.258 -0.26
C 0.082 -0.339 -1.994 -1.20
C -4.465 2.723 7.260 -0.41
C -1.197 -8.298 -2.238 -0.35
C -4.005 2.280 -3.278 -0.38
C 0.246 -0.207 0.821 -0.75
C 0.488 2.191 -1.480 -0.66
C 3.137 -1.678 0.156 -0.56
H 1.947 -4.561 2.738 0.25
H 1.968 0.601 -1.139 -0.15
H -6.681 6.488 3.463 0.34
H 0.887 -4.742 -0.811 0.19
H -3.257 -3.082 1.248 0.06
H 3.806 -4.647 -1.534 0.33
H 1.287 2.923 -1.718 0.64
H 0.991 1.399 -3.910 0.27
H 3.600 -2.499 0.749 0.55
H -1.550 -2.034 -3.205 0.08
H 4.436 1.055 -10.968 0.27
H 2.132 0.050 -3.601 0.42
H 0.123 -0.531 6.616 0.39
H -4.394 -2.148 0.143 0.24
H 4.528 -0.139 -0.589 0.31
H -2.164 -0.913 1.937 -0.25
H 0.877 -5.878 3.406 0.43
H 2.599 1.734 -3.144 0.40
H 2.628 -5.874 -1.994 0.28
H -5.008 1.795 7.386 0.32
H 1.080 7.510 -3.095 0.35
H -0.439 -2.096 2.764 -0.58
H 1.068 -2.630 1.998 -0.02
H 2.659 -4.221 -2.830 0.34
H 1.003 1.464 2.178 1.00
H -0.075 -3.675 -2.759 0.17
H 2.971 -0.846 0.853 0.28
H 3.958 -1.220 -1.870 0.22
H 5.230 -1.760 -0.643 0.33
H -2.764 -1.042 -1.118 0.59
H 0.547 -1.019 -2.738 0.88
H 5.134 2.980 -7.055 0.32
H -0.414 2.357 -2.088 -0.10
H -4.838 2.211 -2.591 0.41
H -1.146 -4.693 2.212 0.27
H -0.822 0.036 -2.546 -0.91
H 2.401 -4.466 0.193 0.17
H -2.099 4.523 2.252 0.12
H -1.729 -9.238 -2.173 0.34
H 1.005 -5.672 1.668 0.11
H -3.485 -0.071 1.160 0.54
H 1.718 3.431 11.505 0.34
H -4.505 -1.939 1.917 0.46
H 0.252 2.320 -0.420 -0.71
H -0.518 -4.067 3.722 0.46
H -0.709 -3.703 0.379 0.08
```

## Properties
Max |F| (eV/A): 2.57
HOMO-LUMO gap (eV): 5.1
Charge: -1
HOMO energy (eV): -4.0
Energy (a.u.): -79815.2941
ΔE to the lowest compared entry with this formula, charge and spin (kJ/mol): 109.2